1.
95
Properties=species:S:1:pos:R:3:forces:R:3 method="wB97M-V/def2-TZVPD" homo_energy_ev="-1.9 / -2.0" lumo_energy_ev="1.685 / 1.680" s2=8.76 spin_multiplicity=6 e_above_lowest_kcal_mol=16.94 homo_lumo_gap_ev="3.61 / 3.65" total_charge=-1 molar_mass_g_mol=852.6 e_tot_ha=-6367.65446
Mn 0.8348 0.7020 0.2248 -0.34 0.28 0.57
O 2.4065 1.2839 -1.0199 0.56 -0.20 -0.36
S 3.5275 2.0309 -1.6563 0.23 -0.26 -0.37
C 4.3079 0.8363 -2.8272 -0.31 0.42 0.20
C 3.3542 0.1237 -3.7762 -0.12 -0.10 0.14
C 2.4274 -0.8977 -3.0993 -0.02 0.11 -0.03
C 3.1340 -2.0826 -2.4473 -0.22 0.00 0.52
S 2.7317 -2.2279 -0.5992 0.17 0.23 -0.67
O 1.5975 -1.2908 -0.3335 0.07 -0.39 -0.02
C 4.2116 -1.4591 0.0457 0.44 -0.07 0.36
C 4.1402 -0.3810 0.9189 -0.37 -0.17 -0.23
C 5.3054 0.1389 1.4563 0.36 0.08 0.09
C 6.5368 -0.4303 1.1577 -0.18 -0.08 -0.06
C 6.5963 -1.5494 0.3330 0.19 0.06 0.05
C 5.4394 -2.0719 -0.2122 -0.36 0.06 -0.15
C 2.7026 3.1488 -2.7770 -0.06 0.53 -0.08
C 3.2884 3.6710 -3.9278 0.10 -0.27 0.18
C 2.6137 4.6366 -4.6525 -0.03 0.15 -0.18
C 1.3767 5.1042 -4.2253 0.00 -0.15 0.20
C 0.8162 4.6037 -3.0555 -0.03 0.23 -0.32
C 1.4775 3.6337 -2.3244 0.08 -0.47 0.28
H 4.8104 0.1353 -2.1565 0.09 0.06 0.04
H 5.0741 1.4119 -3.3503 0.03 -0.06 -0.02
H 3.9470 -0.3697 -4.5535 0.02 0.01 0.01
H 2.7265 0.8605 -4.2810 0.02 0.03 -0.04
H 1.7181 -1.2641 -3.8420 0.02 -0.04 0.00
H 1.8340 -0.3855 -2.3425 -0.04 -0.05 -0.11
H 4.2197 -2.0342 -2.5172 0.01 -0.05 -0.02
H 2.7956 -3.0338 -2.8536 0.03 -0.02 -0.01
H 3.1828 0.0561 1.1745 0.02 0.05 0.02
H 5.2538 0.9926 2.1197 -0.09 0.00 -0.02
H 7.4455 -0.0219 1.5792 -0.01 0.02 0.02
H 7.5490 -2.0194 0.1239 -0.01 0.00 -0.01
H 5.4736 -2.9532 -0.8439 0.10 -0.01 0.03
H 4.2576 3.3211 -4.2630 0.00 0.02 -0.03
H 3.0551 5.0326 -5.5589 0.01 -0.02 0.01
H 0.8541 5.8574 -4.8001 0.01 0.01 0.00
H -0.1428 4.9689 -2.7117 0.00 -0.05 0.05
H 1.0424 3.2309 -1.4104 -0.06 0.07 -0.01
C -1.1371 1.1196 -2.7559 0.02 0.03 0.12
C -1.7018 1.4610 -1.3984 -0.54 -0.04 0.11
C -3.0832 1.4702 -1.2294 0.18 -0.29 -0.52
C -3.6143 1.8502 0.0140 0.27 0.23 0.63
C -2.7995 2.1498 1.0792 -0.15 -0.26 -0.94
C -3.2963 2.8465 2.2139 0.06 0.38 0.65
C -2.4608 3.5301 3.0362 -0.66 -0.16 -0.08
C -1.0541 3.5633 2.7744 0.51 -0.18 -0.44
C -0.4823 2.8289 1.7849 -0.44 0.27 0.31
S 1.2495 2.7592 1.5916 0.81 0.10 -0.22
C -1.3185 1.8375 0.9728 0.44 -0.97 0.43
N -0.8356 1.7246 -0.4336 -0.17 0.77 -0.55
H -1.9166 0.7034 -3.3944 0.02 -0.01 -0.02
H -0.3399 0.3761 -2.6508 0.00 0.02 -0.04
H -0.7186 2.0015 -3.2453 0.08 0.03 -0.02
H -3.7252 1.2559 -2.0748 0.00 -0.05 0.03
H -4.6881 1.9862 0.1254 0.01 0.06 0.02
H -4.3724 2.8978 2.3543 -0.01 -0.05 0.01
H -2.8590 4.0955 3.8726 0.00 0.00 -0.02
H -0.4104 4.1702 3.4014 0.02 -0.03 0.02
C -0.8316 0.4265 1.5426 -1.23 -0.24 0.58
Ge -2.1305 -1.0332 1.5962 0.53 0.39 0.07
C -1.1580 -2.4676 2.5709 -0.06 0.05 -0.02
C -1.8018 -3.3191 3.4675 -0.01 0.00 -0.07
C -1.1014 -4.2950 4.1649 -0.02 -0.05 0.03
C 0.2655 -4.4405 3.9742 0.02 -0.03 0.00
C 0.9256 -3.5953 3.0926 0.04 -0.01 -0.02
C 0.2194 -2.6170 2.4056 -0.02 0.01 0.04
C -3.7544 -0.8347 2.7319 0.12 -0.06 -0.30
C -3.6408 -0.0773 3.8968 0.07 0.05 -0.02
C -4.7188 0.0943 4.7525 -0.03 0.02 0.01
C -5.9420 -0.4929 4.4562 0.00 0.02 0.01
C -6.0664 -1.2723 3.3157 -0.07 -0.04 -0.01
C -4.9782 -1.4484 2.4692 0.04 -0.02 0.01
C -2.5951 -1.8775 -0.1359 -0.03 0.09 0.23
C -3.8408 -1.7649 -0.7486 0.07 0.05 -0.02
C -4.1191 -2.4293 -1.9350 -0.05 -0.02 -0.05
C -3.1448 -3.2107 -2.5413 -0.05 0.03 0.00
C -1.8860 -3.3005 -1.9642 0.04 -0.03 -0.07
C -1.6178 -2.6423 -0.7713 0.02 0.04 0.01
H -0.4994 0.5203 2.5883 -0.07 -0.01 -0.02
H -2.8697 -3.2074 3.6245 0.01 -0.04 0.05
H -1.6209 -4.9408 4.8644 0.00 0.00 -0.02
H 0.8135 -5.2046 4.5136 0.00 0.01 0.01
H 1.9967 -3.6935 2.9465 0.00 0.00 0.02
H 0.7351 -1.9366 1.7385 0.01 -0.05 0.04
H -2.6922 0.3926 4.1303 -0.01 0.09 -0.02
H -4.6097 0.7041 5.6418 0.01 -0.01 0.00
H -6.7931 -0.3428 5.1106 0.01 -0.01 0.00
H -7.0154 -1.7425 3.0812 0.02 -0.01 0.01
H -5.0839 -2.0859 1.5987 -0.04 0.03 0.01
H -4.5931 -1.1278 -0.3018 -0.04 0.01 -0.04
H -5.0966 -2.3295 -2.3938 0.01 -0.01 0.01
H -3.3664 -3.7434 -3.4589 0.02 0.03 -0.02
H -1.1163 -3.8903 -2.4513 0.02 -0.01 0.05
H -0.6296 -2.7102 -0.3269 -0.03 -0.07 -0.02

2.
12
Properties=species:S:1:pos:R:3:forces:R:3 method="wB97M-V/def2-TZVPD" homo_energy_ev=-2.4 lumo_energy_ev=3.830 e_above_lowest_kcal_mol=43.59 homo_lumo_gap_ev=6.21 total_charge=-1 molar_mass_g_mol=111.2 e_tot_ha=-951.99136
C 0.0112 2.1156 -2.2965 0.23 -0.72 -1.00
O -0.4753 1.3916 -3.1349 -0.49 0.02 0.00
H -0.5959 2.8829 -1.8059 0.29 0.08 0.38
H 2.0448 -2.7505 1.0615 0.20 0.32 0.15
H 1.0919 1.9849 -2.1478 -0.03 0.58 0.77
C -0.8655 -0.9777 1.1676 0.55 0.86 1.46
S 0.4459 0.0291 2.0274 -0.62 0.31 -0.45
S 0.0844 1.9108 1.1351 0.23 -0.46 0.15
H -1.6764 -0.2658 1.0526 0.02 0.01 -0.70
H -1.2550 -1.7093 1.8808 0.39 -0.44 -0.28
H -0.3941 -1.3636 0.2747 -0.56 -0.23 -0.31
H 1.5841 -3.2481 0.7855 -0.22 -0.32 -0.16